Entry 1
Here is the ion C5H11IN with charge +1 from the OMol25 dataset. Energies are from ωB97M-V with the def2-TZVPD basis set.

```
18
C5H11IN | the OMol25 dataset | ωB97M-V with the def2-TZVPD basis set
C -0.61 0.70 0.99
C -0.41 0.73 -1.06
C -1.30 -0.17 -0.08
C -0.91 -1.59 -0.05
C 1.74 0.60 0.08
N 0.39 1.21 0.03
I -3.42 0.08 0.00
H -1.30 1.45 1.50
H -0.18 0.10 1.86
H 0.11 0.06 -1.91
H -0.82 1.64 -1.60
H -1.49 -2.22 -0.87
H -1.33 -2.06 0.96
H 0.21 -1.70 -0.02
H 1.59 -0.52 0.18
H 2.29 0.80 -0.89
H 2.28 1.00 0.86
H 0.55 2.20 0.15
```

LUMO energy = -3.4637 eV
SMILES string = C[N@H+]1C[C@](C)(I)C1
Charge = +1
Frontier orbital gap = 0.361 hartree
E_HOMO = -13.287 eV


Entry 2
Here is the ion C5H11IN with charge +1 from the OMol25 dataset. Energies are from ωB97M-V with the def2-TZVPD basis set.

```
18
C5H11IN | the OMol25 dataset | ωB97M-V with the def2-TZVPD basis set
C -0.51 -0.19 0.82
C -1.62 -0.95 -0.34
C 0.77 0.43 0.53
C 1.87 -0.60 0.30
C 1.00 1.77 0.21
N -2.03 -0.12 -1.31
I -0.66 -2.80 -1.26
H -1.25 0.59 1.30
H -0.47 -0.98 1.50
H -2.24 -1.21 0.49
H 1.34 -1.08 -0.55
H 1.93 -1.46 1.07
H 2.76 -0.11 0.10
H 1.83 2.12 0.82
H 0.17 2.40 0.20
H 1.41 1.73 -0.79
H -3.01 0.11 -1.30
H -1.29 0.36 -1.80
```

LUMO energy (alpha / beta) = -5.8059 / -5.8055 eV
Charge = +1
Frontier orbital gap (alpha / beta) = 0.266 / 0.266 hartree
E_HOMO (alpha / beta) = -13.036 / -13.036 eV


We find entry 1 to be the most stable, with the next structure 1.030 eV higher.


Entry 1
Here is an isolated molecule of C6H12N2O3 from the OMol25 dataset. Energies are from ωB97M-V with the def2-TZVPD basis set.

```
23
C6H12N2O3 | the OMol25 dataset | ωB97M-V with the def2-TZVPD basis set
C 2.28 0.34 0.78
C -0.90 -0.43 -2.04
C -0.89 -1.99 0.07
C 0.86 0.47 1.26
C -0.15 -0.73 -0.71
C -0.12 0.51 0.11
N -1.80 1.40 1.21
N -0.35 1.75 -0.45
O -0.23 2.15 -1.59
O -1.79 1.58 2.36
O -0.95 2.48 0.50
H 2.46 -0.54 0.25
H 2.61 1.09 0.00
H 3.00 0.18 1.60
H -1.95 -0.28 -1.90
H -0.75 -1.36 -2.52
H -0.36 0.26 -2.72
H -1.89 -1.81 -0.26
H -0.55 -2.97 -0.24
H -0.85 -1.85 1.16
H 0.93 1.34 1.99
H 0.50 -0.40 1.84
H 0.87 -1.18 -0.73
```

LUMO energy (alpha / beta) = -0.3711 / -0.3714 eV
SMILES string = CC/C(C(C)C)=[N+](/[O-])ON=O
Charge = 0
Frontier orbital gap (alpha / beta) = 0.293 / 0.293 hartree
E_HOMO (alpha / beta) = -8.337 / -8.337 eV


Entry 2
Here is an isolated molecule of C6H12N2O3 from the OMol25 dataset. Energies are from ωB97M-V with the def2-TZVPD basis set.

```
23
C6H12N2O3 | the OMol25 dataset | ωB97M-V with the def2-TZVPD basis set
C 2.73 -0.34 -0.62
C 0.64 -0.16 0.61
C 0.21 0.70 -0.56
C 0.18 -1.62 0.39
C 0.28 0.23 2.01
C -1.26 0.91 -0.75
N 2.07 -0.32 -1.84
N 0.72 0.04 -1.77
O 3.92 -0.49 -0.57
O 2.09 -0.26 0.52
O 0.87 1.94 -0.40
H 0.29 -1.90 -0.74
H -0.84 -1.91 0.71
H 0.84 -2.29 1.04
H 0.22 1.36 2.12
H 1.04 -0.19 2.72
H -0.81 -0.14 2.14
H -1.55 1.57 0.07
H -1.89 -0.14 -0.77
H -1.48 1.41 -1.77
H 2.50 0.16 -2.59
H -0.01 -0.53 -2.21
H 0.82 2.36 -1.22
```

LUMO energy = 0.5876 eV
SMILES string = CC1(C)OC(=O)NN[C@]1(C)O
Charge = 0
Frontier orbital gap = 0.356 hartree
E_HOMO = -9.092 eV


We find entry 2 to be the most stable, with the next structure 6.673 eV higher.


Entry 1
Here is an isolated molecule of C10H13N3 from the OMol25 dataset. Energies are from ωB97M-V with the def2-TZVPD basis set.

```
26
C10H13N3 | the OMol25 dataset | ωB97M-V with the def2-TZVPD basis set
N 0.60 -1.35 4.51
N -1.47 -0.29 3.98
C 0.27 -0.99 0.75
C -0.40 -0.46 -0.33
C -0.58 -0.78 4.83
C 0.79 -1.46 3.16
C -1.20 -0.26 2.63
C -0.06 -0.94 2.24
N 1.02 1.83 -2.66
C 0.09 1.12 -3.59
C 1.04 1.11 -1.34
C -0.71 0.10 -2.85
C 0.30 -0.18 -1.66
H 1.23 -1.35 0.55
H -1.37 -0.10 -0.09
H -1.06 -0.91 5.81
H 1.70 -1.90 2.78
H -1.96 0.14 1.89
H 0.82 2.75 -2.53
H -0.55 1.91 -4.08
H 0.62 0.59 -4.34
H 0.46 1.75 -0.72
H 2.07 0.84 -1.03
H -1.61 0.63 -2.53
H -1.01 -0.86 -3.44
H 0.98 -0.94 -1.95
```

LUMO energy = 0.2117 eV
SMILES string = C(=C\[C@H]1CCNC1)/c1cncnc1
Charge = 0
Frontier orbital gap = 0.324 hartree
E_HOMO = -8.618 eV


Entry 2
Here is an isolated molecule of C10H13N3 from the OMol25 dataset. Energies are from ωB97M-V with the def2-TZVPD basis set.

```
26
C10H13N3 | the OMol25 dataset | ωB97M-V with the def2-TZVPD basis set
C 0.09 3.51 -0.09
C -1.00 2.95 0.64
C 0.73 2.75 -1.04
C -1.22 1.58 0.66
C 0.54 1.34 -0.97
C -0.47 0.73 -0.22
C 1.42 -2.01 -0.98
C -0.44 -0.84 -0.11
C 1.01 -1.35 0.30
C 1.05 -2.33 1.46
N 0.50 -2.16 -1.81
N -0.68 -1.53 -1.43
N -1.26 -0.79 -2.50
H 0.30 4.52 -0.10
H -1.56 3.55 1.37
H 1.58 2.99 -1.65
H -1.90 1.10 1.34
H 1.08 0.72 -1.67
H 2.39 -2.47 -1.30
H -1.13 -1.29 0.68
H 1.78 -0.42 0.46
H 1.09 -3.44 1.25
H 0.13 -2.17 2.15
H 1.98 -2.09 2.04
H -0.74 0.13 -2.53
H -2.23 -0.49 -2.11
```

LUMO energy = 0.8228 eV
SMILES string = C[C@H]1C=NN(N)[C@@H]1c1ccccc1
Charge = 0
Frontier orbital gap = 0.337 hartree
E_HOMO = -8.350 eV


We find entry 1 to be the most stable, with the next structure 0.801 eV higher.


Entry 1
Here is a cluster of 3 separate species, C8H15N in total from the OMol25 dataset. Energies are from ωB97M-V with the def2-TZVPD basis set.

```
24
C8H15N | the OMol25 dataset | ωB97M-V with the def2-TZVPD basis set
C 0.21 -0.24 0.72
C 0.64 0.23 -1.62
C 0.06 -1.73 0.66
C -2.23 1.79 0.79
N 0.33 0.63 -0.26
C -1.83 0.65 -0.07
C 2.42 0.12 0.83
C -2.57 -0.07 -0.90
C 3.36 -0.50 0.16
H 0.00 0.19 1.70
H 2.60 0.78 1.68
H 0.71 -0.85 -1.79
H 1.58 0.70 -1.89
H -0.13 0.64 -2.28
H 0.76 -2.18 1.37
H -0.96 -2.00 0.97
H 0.25 -2.16 -0.32
H -2.10 1.56 1.85
H -3.28 2.07 0.63
H -1.61 2.67 0.57
H -2.17 -0.89 -1.48
H -3.63 0.14 -1.05
H 3.15 -1.13 -0.71
H 4.42 -0.43 0.42
```

LUMO energy (alpha / beta) = 0.5382 / 0.6961 eV
Charge = 0
Frontier orbital gap (alpha / beta) = 0.269 / 0.289 hartree
E_HOMO (alpha / beta) = -6.772 / -7.170 eV


Entry 2
Here is an isolated molecule of C8H15N from the OMol25 dataset. Energies are from ωB97M-V with the def2-TZVPD basis set.

```
24
C8H15N | the OMol25 dataset | ωB97M-V with the def2-TZVPD basis set
C 0.20 -1.33 0.13
C 0.55 1.16 0.15
C 1.12 -0.19 0.64
C -1.36 0.12 -0.86
C 2.51 -0.68 0.27
C 1.08 -0.16 2.23
C -1.26 0.37 -2.34
C -2.74 0.56 -0.18
N -0.89 -1.08 -0.41
H 0.35 -2.39 0.35
H 0.47 1.91 0.88
H 1.03 1.46 -0.76
H 2.96 -1.31 0.99
H 3.17 0.17 0.11
H 2.67 -1.27 -0.61
H 0.12 0.17 2.47
H 1.87 0.42 2.75
H 1.17 -1.17 2.52
H -1.99 -0.20 -2.90
H -0.32 0.08 -2.76
H -1.55 1.50 -2.40
H -3.36 -0.16 -0.76
H -3.13 1.47 -0.42
H -2.69 0.52 0.91
```

LUMO energy (alpha / beta) = 0.8880 / 0.8880 eV
Charge = 0
Frontier orbital gap (alpha / beta) = 0.305 / 0.305 hartree
E_HOMO (alpha / beta) = -7.406 / -7.407 eV


Entry 3
Here is a structure of composition C8H15N from the OMol25 dataset. Energies are from ωB97M-V with the def2-TZVPD basis set.

```
24
C8H15N | the OMol25 dataset | ωB97M-V with the def2-TZVPD basis set
C 1.14 1.39 0.91
C 1.42 0.64 -0.31
C 2.31 -0.46 -0.20
C 1.10 -1.48 -0.12
C -1.09 0.02 -0.35
C -1.68 1.05 -1.20
C -1.83 -1.20 0.35
C -1.59 0.01 1.16
H -0.06 1.58 1.26
H 1.64 0.70 1.81
H 1.60 2.73 0.96
H 1.55 1.48 -0.98
H 2.90 -0.79 -1.16
H 2.80 -0.33 0.81
H 1.26 -2.15 -1.05
H 0.67 -2.04 0.75
H -1.60 0.61 -2.26
H -2.70 1.20 -1.02
H -1.20 1.97 -0.96
H -2.97 -1.35 0.13
H -1.42 -2.08 0.74
H -0.67 0.16 1.96
H -2.54 0.57 1.63
N 0.30 -0.30 -0.58
```

LUMO energy = 1.0457 eV
Charge = 0
Frontier orbital gap = 0.328 hartree
E_HOMO = -7.889 eV


Entry 4
Here is a cluster of 2 separate species, C8H15N in total from the OMol25 dataset. Energies are from ωB97M-V with the def2-TZVPD basis set.

```
24
C8H15N | the OMol25 dataset | ωB97M-V with the def2-TZVPD basis set
C -0.60 -2.36 -0.99
C -2.15 0.79 0.39
C -0.62 -1.17 -0.07
N -0.05 -1.34 1.17
C -1.25 -0.04 -0.48
H 0.20 -0.48 1.64
H 0.66 -2.05 1.22
H -1.54 -0.03 -1.52
H -1.62 -2.60 -1.27
H -0.17 -3.23 -0.50
H -0.04 -2.16 -1.90
H -1.84 0.77 1.43
H -3.16 0.37 0.33
H -2.20 1.83 0.07
C 0.54 1.50 -0.19
C 1.60 0.70 -0.81
C 0.51 1.83 1.12
C 2.79 0.50 -0.26
H -0.06 2.07 -0.88
H 1.37 0.30 -1.79
H -0.10 2.64 1.49
H 3.05 0.92 0.69
H 3.55 -0.09 -0.75
H 1.13 1.32 1.85
```

LUMO energy = 1.0026 eV
SMILES string = C/C=C(/C)N.C=CC=C
Charge = 0
Frontier orbital gap = 0.302 hartree
E_HOMO = -7.227 eV


We find entry 4 to be the most stable, with the next structure 1.081 eV higher.


Entry 1
Here is the ion CH3O4S with charge -1 from the OMol25 dataset. Energies are from ωB97M-V with the def2-TZVPD basis set.

```
9
CH3O4S | the OMol25 dataset | ωB97M-V with the def2-TZVPD basis set
C 0.63 -0.44 -0.59
O 0.32 1.92 0.89
O -1.66 0.57 0.77
O -0.44 -1.15 -0.98
O 0.68 -0.53 0.94
S -0.39 0.81 1.48
H 0.52 0.54 -0.90
H 1.48 -0.99 -1.05
H -1.14 -0.72 -0.56
```

LUMO energy = 4.1461 eV
Charge = -1
Frontier orbital gap = 0.308 hartree
E_HOMO = -4.235 eV


Entry 2
Here is a cluster of 3 separate species, CH3O4S in total from the OMol25 dataset. Energies are from ωB97M-V with the def2-TZVPD basis set.

```
9
CH3O4S | the OMol25 dataset | ωB97M-V with the def2-TZVPD basis set
C 2.42 0.00 0.34
O -1.94 -1.00 -0.73
O -1.78 1.51 0.31
O 2.73 -0.92 1.00
O 2.38 1.04 -0.20
S -2.55 0.01 0.38
H 0.73 -0.95 -1.17
H -1.04 1.39 0.85
H -0.95 -1.08 -0.78
```

LUMO energy = 3.5535 eV
Charge = -1
Frontier orbital gap = 0.231 hartree
E_HOMO = -2.735 eV


We find entry 1 to be the most stable, with the next structure 1.908 eV higher.


Entry 1
Here is a cluster of 2 separate species, CH4IN3 in total from the OMol25 dataset. Energies are from ωB97M-V with the def2-TZVPD basis set.

```
9
CH4IN3 | the OMol25 dataset | ωB97M-V with the def2-TZVPD basis set
C -1.69 0.35 1.50
N -1.39 -0.60 0.68
N -1.08 -1.24 -0.19
N 1.63 0.20 -1.74
I 2.77 0.41 -0.08
H -1.79 0.16 2.61
H 2.16 -0.43 -2.49
H -1.30 1.32 1.11
H 0.69 -0.18 -1.39
```

LUMO energy = -0.0710 eV
Charge = 0
Frontier orbital gap = 0.321 hartree
E_HOMO = -8.808 eV


Entry 2
Here is an isolated molecule of CH4IN3 from the OMol25 dataset. Energies are from ωB97M-V with the def2-TZVPD basis set.

```
9
CH4IN3 | the OMol25 dataset | ωB97M-V with the def2-TZVPD basis set
C 1.09 -0.49 0.08
N -0.66 1.11 -0.06
N -3.88 -0.14 0.05
N 0.62 0.80 0.04
I -2.02 -0.38 -0.03
H 0.53 -1.21 -0.65
H 2.21 -0.29 -0.03
H 0.85 -0.97 1.06
H 1.26 1.57 -0.46
```

LUMO energy (alpha / beta) = -0.1684 / -0.1592 eV
Charge = 0
Frontier orbital gap (alpha / beta) = 0.318 / 0.280 hartree
E_HOMO (alpha / beta) = -8.820 / -7.782 eV


We find entry 1 to be the most stable, with the next structure 4.931 eV higher.